Formula: C31H27GeIN4PdS2
Source: the Open Molecules 2025 dataset
Level of theory: ωB97M-V/def2-TZVPD

Structure (XYZ):
```
67
Properties=species:S:1:pos:R:3:forces:R:3
Pd -0.1822 0.2958 1.2710 -0.5 -0.2 1.0
C -2.8774 4.2072 3.7722 0.1 -0.1 0.0
S -1.3699 3.5168 4.4951 -0.2 0.1 0.0
C -1.1995 1.9956 3.6590 -0.2 -0.1 0.0
S -2.0323 1.6870 2.1364 0.4 -0.2 -0.4
N -0.4282 1.1522 4.2553 0.1 -0.2 0.2
N -0.2235 0.0517 3.4712 0.3 0.5 -0.4
C -0.2560 -1.1121 3.9496 -0.1 -0.5 0.2
C -0.1602 -2.2232 2.9882 -0.1 0.0 -0.1
C -0.0647 -3.5314 3.4285 0.0 0.0 0.1
C -0.0592 -4.5632 2.5037 0.0 -0.1 0.0
C -0.1355 -4.2558 1.1592 0.0 0.0 0.0
C -0.2159 -2.9240 0.7836 0.0 0.1 0.2
N -0.2418 -1.9259 1.6699 -0.1 0.1 -0.1
H -2.9751 5.2066 4.1915 0.0 0.0 0.0
H -2.7972 4.2691 2.6899 0.0 0.1 0.0
H -3.7389 3.6088 4.0583 0.0 0.0 0.0
H -0.4402 -1.3024 5.0055 0.1 0.0 0.0
H -0.0088 -3.7271 4.4924 0.0 0.0 -0.1
H -0.0068 -5.5935 2.8317 0.0 0.0 0.0
H -0.1502 -5.0280 0.4018 0.0 0.1 0.0
H -0.2809 -2.6523 -0.2582 0.0 0.0 0.0
C -3.5181 3.6050 -3.0371 0.0 0.0 0.0
C -2.4422 3.0797 -3.7402 0.0 0.0 0.0
C -1.6027 2.1518 -3.1381 -0.1 0.0 0.0
C -1.8355 1.7400 -1.8232 -0.1 0.1 0.3
C -2.9316 2.2568 -1.1334 0.0 0.1 -0.3
C -3.7667 3.1894 -1.7372 0.0 0.0 0.0
Ge -0.6604 0.3694 -1.1074 0.5 0.3 -0.6
C -1.2501 -1.3285 -1.8576 -0.2 -0.1 0.3
C -2.5421 -1.7731 -1.5581 0.1 0.0 -0.1
C -3.0249 -2.9584 -2.0937 0.0 0.0 0.0
C -2.2173 -3.7179 -2.9321 0.0 0.0 0.0
C -0.9358 -3.2842 -3.2418 0.0 0.1 0.0
C -0.4497 -2.0953 -2.7063 -0.2 0.0 0.0
C 1.1944 0.6552 -1.6819 0.1 -0.1 0.1
C 2.1316 -0.3633 -1.4749 0.0 0.1 -0.2
C 3.4510 -0.2171 -1.8850 -0.1 0.0 0.0
C 3.8558 0.9628 -2.4953 0.0 0.0 0.0
C 2.9462 1.9972 -2.6761 -0.1 0.0 0.1
C 1.6274 1.8484 -2.2618 0.1 -0.1 0.0
H -4.1660 4.3340 -3.5067 0.0 0.0 0.0
H -2.2572 3.3876 -4.7618 0.0 0.0 0.0
H -0.7729 1.7388 -3.7022 0.0 0.0 0.0
H -3.1470 1.9315 -0.1297 0.0 0.0 0.1
H -4.6136 3.5876 -1.1921 0.0 0.0 0.0
H -3.1779 -1.1862 -0.9027 0.0 0.0 0.0
H -4.0298 -3.2879 -1.8617 0.0 0.0 0.0
H -2.5905 -4.6440 -3.3513 0.0 0.0 0.0
H -0.3105 -3.8677 -3.9062 0.0 0.0 0.0
H 0.5450 -1.7631 -2.9702 0.0 0.0 0.0
H 1.8284 -1.2861 -0.9913 0.0 0.0 0.0
H 4.1603 -1.0223 -1.7321 0.0 0.0 0.0
H 4.8810 1.0784 -2.8263 0.0 0.0 0.0
H 3.2633 2.9236 -3.1389 0.0 0.0 0.0
H 0.9330 2.6711 -2.3880 0.0 0.0 0.0
I 1.4264 2.7172 1.2467 0.1 0.0 -0.1
C 2.8007 1.1361 1.3857 -0.1 0.2 0.1
C 4.1618 1.3508 1.2943 0.1 0.0 0.0
C 4.9838 0.2491 1.4763 0.0 0.0 0.0
C 4.4170 -0.9894 1.7408 0.0 0.0 0.0
C 3.0391 -1.0897 1.7992 0.0 0.0 0.0
N 2.2384 -0.0364 1.6175 0.0 0.0 -0.3
H 4.5620 2.3345 1.0940 0.0 0.0 0.0
H 6.0593 0.3625 1.4245 0.0 0.0 0.0
H 5.0316 -1.8646 1.9027 0.0 0.0 0.0
H 2.5492 -2.0349 2.0050 0.0 0.0 -0.1
```
Forces are in eV/Å.

Output
2S+1   2
<S²>   0.7733
Net charge   +1
Calculated total energy   -4715.1521 a.u.

Atomic partial charges in e from the Löwdin method, atoms 1 to 2:
1. Pd 0.499
2. C -0.413